12
Properties=species:S:1:pos:R:3 method="wB97M-V/def2-TZVPD" lumo_energy_ev=0.67 energy_ev=-8336.62166 relative_energy_kj_mol=370.5 smiles="O=CC1C=C1.O" multiplicity=1 max_force_ev_per_a=0.89 orbital_gap_ev=10.00
O 2.0041 -0.5031 1.9724
O -1.3711 1.4407 0.3665
C 0.2351 -0.2836 -1.2715
C 0.6307 -0.8448 0.0754
C 1.2560 -0.0185 1.1553
C -0.7312 -0.6461 -0.4914
H 0.5499 -0.1904 -2.2933
H -1.7407 -0.9898 -0.3503
H -0.6554 1.4706 -0.2911
H -2.1644 1.3765 -0.1791
H 0.9484 -1.8828 0.1425
H 1.0384 1.0712 1.1646